Entry 1:
Formula: C33H56BBeCl4F6N3NaO7P
Source: OMol25
Level of theory: ωB97M-V/def2-TZVPD

```
! RIJCOSX wB97M-V def2-TZVPD def2/J DEFGRID3
* xyz 0 1
C -9.47 -3.82 -0.62
C -8.79 -5.07 -0.47
C -7.62 -5.43 0.44
C -7.12 -4.45 1.42
C -7.42 -4.48 2.75
N -6.97 -3.66 3.58
C -6.17 -2.68 3.08
C -5.69 -1.77 3.90
C -4.96 -0.84 3.48
C -4.61 -0.75 2.17
B -3.73 0.48 1.86
O -3.80 1.13 0.63
O -2.93 0.95 2.80
C -5.04 -1.66 1.33
C -4.72 -1.71 -0.12
C -3.24 -1.95 -0.44
C -2.58 -2.90 0.50
C -1.05 -2.78 0.51
C -0.61 -1.53 1.23
C 0.85 -1.50 1.74
C 1.70 -2.64 1.31
C 2.25 -2.64 -0.10
C 3.05 -1.42 -0.42
C 2.94 -1.06 -1.89
C 1.60 -0.50 -2.33
C 1.62 0.97 -2.61
C 0.23 1.53 -2.88
C -0.01 2.77 -2.07
C -5.85 -2.63 1.80
N -6.34 -3.57 0.96
H -10.46 -3.67 -0.34
H -8.99 -3.02 -1.11
H -9.05 -5.83 -1.17
H -7.89 -6.32 0.95
H -6.79 -5.67 -0.20
H -8.03 -5.26 3.12
H -5.94 -1.84 4.92
H -4.60 -0.10 4.14
H -4.69 1.03 0.32
H -2.01 0.99 2.52
H -5.30 -2.44 -0.63
H -5.00 -0.78 -0.55
H -3.19 -2.36 -1.42
H -2.74 -1.02 -0.51
H -2.88 -2.74 1.51
H -2.78 -3.90 0.19
H -0.71 -3.66 1.01
H -0.73 -2.71 -0.50
H -1.23 -1.45 2.10
H -0.79 -0.66 0.65
H 0.78 -1.55 2.81
H 1.29 -0.56 1.51
H 2.59 -2.62 1.94
H 1.22 -3.60 1.46
H 1.51 -2.86 -0.84
H 2.92 -3.46 -0.14
H 4.07 -1.63 -0.26
H 2.81 -0.57 0.17
H 3.71 -0.38 -2.17
H 3.07 -1.99 -2.39
H 0.85 -0.76 -1.61
H 1.30 -1.01 -3.22
H 2.27 1.12 -3.43
H 2.03 1.50 -1.78
H -0.54 0.81 -2.70
H 0.17 1.83 -3.91
H 0.66 3.54 -2.36
H 0.10 2.54 -1.03
H -1.03 3.09 -2.23
Be 1.43 -3.78 3.38
Cl 2.98 2.31 0.52
C 4.10 1.94 1.88
C 5.53 1.83 1.43
Cl 5.79 0.41 0.39
H 3.76 1.02 2.33
H 4.00 2.74 2.61
H 6.16 1.71 2.31
H 5.86 2.71 0.88
O 1.32 6.95 -4.07
C 0.14 7.05 -3.96
O -0.71 6.16 -4.54
C -2.07 6.59 -4.33
C -2.03 7.50 -3.10
C -0.64 8.12 -3.22
H -2.41 7.12 -5.22
H -2.70 5.71 -4.19
H -2.86 8.24 -3.06
H -2.08 6.90 -2.20
H -0.66 9.03 -3.83
H -0.20 8.33 -2.26
C 9.60 2.24 -0.25
N 8.99 2.71 1.02
O 8.79 1.89 1.89
O 8.75 3.90 1.12
H 9.75 1.18 -0.19
H 8.91 2.48 -1.05
H 10.54 2.77 -0.38
F 4.73 -0.60 3.24
P 5.78 -1.74 3.95
F 5.50 -0.75 5.25
F 4.64 -2.84 3.38
F 6.39 -1.85 2.41
F 5.95 -2.93 5.09
F 7.38 -1.44 4.26
C 7.27 0.32 -3.01
O 8.63 0.71 -2.80
H 6.79 0.21 -2.04
H 6.73 1.08 -3.57
H 7.22 -0.64 -3.54
H 9.03 0.81 -3.66
Cl -10.39 -5.31 1.23
Na -5.14 2.53 1.00
Cl -3.22 9.33 -1.38
*
```

Summary:
**Molar mass**: 936.4 g/mol
**Kohn-Sham gap**: 0.97 eV
**LUMO level**: -6.1 eV
**DFT total energy**: -135098.576 eV
**HOMO**: -7.03 eV

Entry 2:
Formula: C33H56N8O12
Source: OMol25
Level of theory: ωB97M-V/def2-TZVPD

```
! RIJCOSX wB97M-V def2-TZVPD def2/J DEFGRID3
* xyz 0 1
C -1.24 1.36 5.71
C -1.50 0.22 4.63
C -0.35 -0.89 4.68
C -0.42 -1.70 5.83
C -1.75 -2.45 6.05
C -3.01 -1.57 5.93
N -2.86 -0.45 4.94
O -3.86 -0.07 4.34
C -3.34 -1.05 7.37
C -4.15 -2.56 5.46
C -1.48 0.76 3.22
H -0.25 1.90 5.41
H -0.86 0.78 6.56
H -2.04 1.95 5.83
H 0.35 -0.29 4.31
H -0.43 -1.58 3.86
H -0.50 -1.08 6.80
H 0.29 -2.58 5.96
H -1.67 -3.04 7.02
H -2.00 -3.30 5.33
H -3.51 -2.02 7.89
H -4.30 -0.54 7.41
H -2.58 -0.51 7.88
H -3.95 -2.69 4.48
H -5.11 -1.94 5.50
H -4.16 -3.59 5.99
H -1.45 -0.01 2.35
H -0.62 1.30 3.38
H -2.16 1.54 3.17
N -0.30 1.19 -1.27
O -0.62 2.11 -2.17
O -0.92 1.15 -0.19
O 0.80 0.66 -1.38
C 1.74 -3.45 1.86
C 1.08 -2.13 1.34
C 1.80 -0.81 1.67
C 3.03 -0.74 2.58
C 3.50 -2.06 3.15
C 2.88 -3.40 2.72
N 3.66 0.55 2.84
O 2.98 1.55 2.64
O 4.81 0.50 3.16
H 1.26 -4.50 1.57
H 0.23 -2.07 0.65
H 1.31 0.13 1.37
H 4.30 -2.07 3.74
H 3.33 -4.21 3.21
C 1.30 1.60 -5.87
C 2.03 2.36 -7.03
C 3.45 2.14 -7.37
C 4.32 1.23 -6.46
C 3.61 0.59 -5.26
C 2.13 0.80 -4.99
N 5.78 1.04 -6.57
O 6.36 0.24 -5.81
O 6.27 1.69 -7.46
H 0.29 1.75 -5.53
H 1.33 3.00 -7.51
H 3.84 2.50 -8.23
H 4.22 -0.05 -4.57
H 1.61 0.28 -4.21
C 4.44 0.75 -1.52
O 5.34 1.67 -1.60
N 4.75 -0.57 -1.75
C 3.55 -1.56 -1.76
C 6.00 -1.00 -2.27
H 3.36 1.04 -1.10
H 2.87 -1.40 -2.64
H 2.96 -1.33 -1.03
H 4.09 -2.64 -1.51
H 6.14 -0.37 -3.06
H 6.00 -2.11 -2.56
H 6.61 -0.73 -1.49
C -1.49 6.05 1.11
O -1.04 7.20 1.47
N -1.70 5.70 -0.13
C -2.38 4.41 -0.34
C -1.41 6.44 -1.37
H -1.52 5.41 1.90
H -3.40 4.37 0.08
H -1.68 3.69 0.09
H -2.62 4.06 -1.26
H -0.60 6.02 -2.07
H -1.06 7.44 -1.21
H -2.37 6.60 -1.97
C -3.86 1.14 -3.88
O -4.44 1.49 -4.92
N -4.57 0.52 -2.89
C -3.85 0.39 -1.54
C -5.82 -0.13 -3.09
H -2.73 1.29 -3.66
H -2.81 0.02 -1.56
H -4.26 -0.46 -0.94
H -3.82 1.23 -0.88
H -6.42 -0.07 -2.24
H -5.65 -1.23 -3.26
H -6.29 0.47 -3.90
C 0.97 -4.09 -3.82
O 2.15 -3.87 -3.30
N -0.12 -3.69 -3.23
C -1.42 -3.81 -3.87
C 0.02 -2.67 -2.23
H 0.67 -4.88 -4.56
H -1.82 -2.88 -3.91
H -1.95 -4.56 -3.56
H -1.35 -3.90 -5.05
H -0.81 -1.81 -2.23
H 0.80 -1.96 -2.26
H 0.03 -3.13 -1.18
*
```

Summary:
**ΔE to the lowest compared entry with this formula, charge and spin**: 4.4 kcal/mol
**Molar mass**: 756.9 g/mol
**Kohn-Sham gap**: 3.47 eV
**LUMO level**: -4.6 eV
**DFT total energy**: -71593.051 eV
**HOMO**: -8.08 eV

Entry 3:
Formula: C33H57ClEuN2O2Si
Source: OMol25
Level of theory: ωB97M-V/def2-TZVPD

```
! RIJCOSX wB97M-V def2-TZVPD def2/J DEFGRID3
* xyz 0 8
O -0.54 -0.10 -2.85
O 0.28 -2.28 -2.90
C -1.73 0.15 -3.76
C -1.98 1.58 -4.14
H -2.55 -0.28 -3.19
H -1.58 -0.45 -4.67
H -2.11 2.25 -3.30
H -2.92 1.58 -4.70
H -1.24 2.01 -4.81
C 0.56 0.90 -3.08
C 1.15 0.57 -4.41
H 1.24 0.77 -2.22
H 0.12 1.91 -3.08
H 1.58 -0.43 -4.38
H 1.93 1.27 -4.72
H 0.38 0.61 -5.18
C 1.46 -2.82 -2.22
C -0.42 -3.29 -3.69
C 2.31 -1.76 -1.60
H 2.01 -3.40 -2.98
H 1.09 -3.54 -1.49
H 2.66 -1.01 -2.32
H 3.20 -2.24 -1.19
H 1.77 -1.26 -0.78
C -0.02 -3.13 -5.12
H -1.48 -3.13 -3.50
H -0.11 -4.26 -3.27
H -0.15 -2.08 -5.46
H -0.59 -3.79 -5.78
H 1.05 -3.40 -5.23
H -0.02 -1.23 -3.10
N 0.04 2.68 1.76
C 0.38 3.29 2.89
C 0.92 2.60 3.99
C 1.29 1.23 4.03
C 0.21 4.79 3.01
H -0.75 5.12 2.59
H 1.01 5.36 2.51
H 0.23 5.07 4.07
C 2.22 0.81 5.15
H 3.16 0.38 4.77
H 1.73 0.06 5.79
H 2.45 1.70 5.74
N 0.84 0.32 3.18
C -0.07 3.29 0.50
C -1.35 3.49 -0.07
C -2.61 3.08 0.64
C -1.43 4.08 -1.33
H -2.42 4.28 -1.76
C -0.29 4.45 -2.04
H -0.38 4.92 -3.02
C 0.98 4.21 -1.48
H 1.87 4.46 -2.06
C 1.10 3.63 -0.23
C 2.45 3.35 0.36
C 1.21 -1.04 3.12
C 0.45 -2.03 3.79
C -0.53 -1.63 4.85
C 0.65 -3.37 3.49
H 0.05 -4.13 3.99
C 1.62 -3.76 2.56
H 1.74 -4.81 2.29
C 2.46 -2.79 1.99
H 3.26 -3.09 1.31
C 2.29 -1.44 2.28
C 3.21 -0.42 1.69
Eu -1.34 0.67 2.07
H -3.03 2.14 0.23
H -3.39 3.85 0.49
H -2.50 2.99 1.74
H 2.49 2.36 0.84
H 2.72 4.09 1.12
H 3.23 3.38 -0.41
H -1.16 -2.49 5.11
H -1.20 -0.81 4.56
H -0.01 -1.32 5.77
H 3.50 0.34 2.42
H 2.74 0.09 0.84
H 4.12 -0.90 1.32
H 1.16 3.19 4.87
C -1.20 -0.63 0.37
Si -2.32 -2.16 0.32
H -0.21 -1.04 0.14
H -1.43 -0.09 -0.59
C -3.40 -2.13 -1.20
C -3.23 -2.05 1.94
C -1.32 -3.72 0.17
H -1.86 -4.53 0.69
H -0.33 -3.66 0.62
H -1.20 -4.05 -0.87
H -4.19 -1.37 -1.13
H -3.89 -3.11 -1.32
H -2.83 -1.93 -2.12
H -3.72 -1.07 2.07
H -2.54 -2.21 2.78
H -3.99 -2.84 1.95
Cl -3.05 1.14 3.95
*
```

Summary:
**ΔE to the lowest compared entry with this formula, charge and spin**: 16.4 kcal/mol
**Molar mass**: 729.3 g/mol
**Kohn-Sham gap (spin up / spin down)**: 4.44 / 6.06 eV
**LUMO level (spin up / spin down)**: -0.1 / -0.1 eV
**DFT total energy**: -81948.405 eV
**HOMO (spin up / spin down)**: -4.58 / -6.20 eV